ORCA calculation (ωB97M-V with the def2-TZVPD basis set) on a molecular structure, C32H32N3O8PRuS4 in a non-equilibrium geometry.

Structure (XYZ):
```
81
Properties=species:S:1:pos:R:3:forces:R:3:lowdin_charge:R:1
Ru -0.282185 -0.681609 0.020210 0.44 0.58 -0.14 1.38
C -2.436513 -1.292983 8.530390 0.04 -0.03 -0.13 -0.06
C -1.893412 -1.287947 7.125128 -0.05 0.02 0.04 -0.28
C -1.193615 -0.187499 6.635828 -0.01 -0.05 -0.03 -0.04
C -0.721151 -0.174934 5.333797 0.03 0.01 -0.02 -0.05
C -0.958847 -1.267239 4.516108 0.03 -0.05 -0.24 -0.29
C -1.634790 -2.380182 4.985949 0.02 -0.06 -0.12 -0.05
C -2.099189 -2.385187 6.291440 0.03 0.06 0.03 -0.04
S -0.386725 -1.192773 2.832008 -0.18 0.48 1.41 0.52
O 0.987887 -0.779363 2.917170 0.01 -0.03 0.01 -0.36
O -0.649455 -2.463375 2.212944 -0.13 -0.08 0.01 -0.31
N -1.147634 0.031451 2.123702 0.68 -0.61 -0.61 -0.19
C -2.505750 0.235931 1.987768 -0.63 0.12 0.33 -0.29
C -3.455439 0.033754 2.973658 0.40 -0.05 -0.17 0.00
C -4.787331 0.437930 2.799244 -0.18 0.05 -0.08 -0.08
C -5.200144 1.062364 1.657048 -0.14 -0.04 0.15 -0.06
C -4.275922 1.279281 0.613054 0.30 -0.07 0.05 -0.16
C -4.622328 1.906742 -0.601833 0.05 0.02 -0.05 -0.01
C -3.679459 2.068723 -1.573577 -0.09 0.15 0.00 -0.03
C -2.377660 1.589465 -1.349446 0.04 0.09 0.27 -0.11
N -2.021594 1.008455 -0.229773 -0.03 -0.24 -0.05 0.06
C -2.936456 0.851887 0.763796 -0.19 0.12 0.13 -0.18
H -2.154407 -0.383851 9.059355 -0.01 -0.02 0.05 0.07
H -2.059706 -2.153109 9.085848 -0.02 0.02 0.05 0.08
H -3.526010 -1.357103 8.513587 0.00 0.00 0.06 0.08
H -1.017624 0.662421 7.284422 0.00 0.01 -0.01 0.11
H -0.164728 0.665585 4.936720 -0.03 0.03 0.06 0.11
H -1.785456 -3.215777 4.312945 -0.05 -0.01 0.05 0.12
H -2.630713 -3.248850 6.674262 -0.01 -0.01 -0.03 0.11
H -3.159759 -0.432516 3.901710 -0.08 0.03 0.01 0.09
H -5.494565 0.252934 3.598918 0.00 0.01 0.00 0.10
H -6.226884 1.387996 1.539211 0.01 -0.01 -0.04 0.10
H -5.638163 2.258818 -0.740676 -0.01 -0.02 -0.02 0.11
H -3.906626 2.561017 -2.509182 0.00 -0.03 -0.01 0.11
H -1.621487 1.703308 -2.109458 0.06 0.02 -0.06 0.09
C 1.297781 -1.415117 -3.245043 -0.32 0.30 0.19 -0.15
S 0.156704 -0.091538 -2.868412 0.40 0.26 -1.53 0.39
O -1.102886 -0.722115 -2.474447 0.05 -0.06 0.40 -0.39
O 0.057642 0.750599 -4.042004 0.05 -0.11 0.17 -0.32
O 0.722394 0.643688 -1.709796 -0.31 -0.48 0.32 -0.50
H 1.078568 -1.742232 -4.258196 -0.01 -0.02 0.00 0.07
H 1.115408 -2.211017 -2.526142 0.10 -0.07 -0.04 0.01
H 2.312100 -1.034076 -3.158377 0.00 0.01 -0.02 0.06
C 1.665195 1.994586 2.506170 -0.07 -0.23 -0.01 -0.24
P 1.201095 1.529827 0.779843 0.39 0.43 0.35 1.02
C 2.872800 1.605921 0.030281 0.09 0.00 -0.05 -0.35
C 3.204436 2.068479 -1.242898 -0.06 -0.07 0.03 -0.10
C 4.496953 1.944958 -1.728866 0.06 0.00 -0.04 -0.09
C 5.482982 1.337193 -0.966076 -0.02 0.01 0.01 -0.10
C 5.164474 0.857939 0.294218 0.07 0.00 0.03 -0.08
C 3.876759 0.991318 0.784329 -0.10 0.11 0.02 -0.14
C 0.258078 3.057871 0.390921 0.03 0.09 -0.07 -0.34
C -0.749337 3.408517 1.297031 -0.01 -0.13 -0.08 -0.12
C -1.585564 4.485189 1.066023 -0.10 0.02 -0.02 -0.08
C -1.430496 5.255787 -0.078603 0.00 -0.02 0.02 -0.10
C -0.428656 4.931556 -0.977297 -0.01 0.06 -0.06 -0.09
C 0.403053 3.842913 -0.748578 0.00 -0.12 -0.07 -0.08
H 2.348436 2.843660 2.488138 -0.04 0.04 -0.06 0.06
H 2.122056 1.144500 3.000491 0.01 0.04 0.04 0.02
H 0.767115 2.258475 3.058225 0.03 -0.07 0.05 0.02
H 2.452630 2.479983 -1.894162 0.04 -0.08 -0.04 0.07
H 4.726746 2.305920 -2.724244 -0.02 0.00 0.00 0.10
H 6.484882 1.218419 -1.359780 0.00 0.02 0.00 0.10
H 5.910566 0.355569 0.896739 -0.03 -0.03 0.00 0.11
H 3.641137 0.562925 1.748847 0.11 0.00 -0.03 0.08
H -0.910929 2.797132 2.173525 -0.08 -0.02 0.03 0.08
H -2.376755 4.708683 1.771979 0.03 0.00 0.01 0.10
H -2.092565 6.090809 -0.271313 0.02 0.01 0.01 0.10
H -0.295687 5.522418 -1.875668 0.01 -0.02 0.00 0.10
H 1.149992 3.600245 -1.486500 -0.08 0.07 0.03 0.08
S 2.182219 -1.798266 -0.023801 -0.26 0.14 -0.53 0.63
C 3.056412 -1.987559 1.368869 0.28 -0.10 0.51 -0.89
N 3.746765 -2.173885 2.283378 -0.03 0.11 -0.08 0.05
C -2.616293 -3.277202 -2.039477 0.29 0.18 0.49 -0.13
S -1.817029 -3.059604 -0.446098 -1.16 -1.63 -0.71 0.41
O -2.121981 -4.259000 0.289091 0.09 0.18 0.04 -0.31
O -0.375965 -2.865270 -0.735885 -0.14 0.46 0.14 -0.50
O -2.379931 -1.816680 0.121333 0.47 0.35 -0.20 -0.39
H -2.186599 -4.168424 -2.490691 -0.02 -0.01 -0.01 0.06
H -2.410317 -2.391290 -2.625034 -0.05 0.01 -0.16 0.03
H -3.680602 -3.405770 -1.857996 0.01 -0.03 0.03 0.06
```
Positions in Å, forces in eV/Å.

Summary:
largest force on an atom: 2.12 eV Å⁻¹
spin multiplicity: 6
total charge: -1
expectation value of S²: 8.76
HOMO (spin up / spin down): -5.1 / -5.2 eV

***

ORCA calculation (ωB97M-V with the def2-TZVPD basis set) on 2 unconnected molecules or ions with the total composition C32H33BF3NO2S in a non-equilibrium geometry.

Structure (XYZ):
```
73
Properties=species:S:1:pos:R:3:forces:R:3:lowdin_charge:R:1
C -4.384130 6.276028 2.178612 -0.15 0.20 -0.03 -0.13
C -3.605075 5.099617 2.637809 1.03 -0.44 0.43 -0.60
C -3.313358 4.662170 3.917374 -0.34 0.11 -1.07 -0.14
C -2.623761 3.397040 3.934522 -0.28 1.08 -1.08 -0.13
C -2.380057 2.924816 2.664103 0.58 0.79 0.12 -0.39
B -1.988944 1.404541 2.188157 0.80 3.03 1.02 -0.91
C -0.320558 1.563396 2.150240 -0.95 -1.29 -0.25 -0.11
C 0.406201 1.580442 3.340886 0.85 0.55 0.04 -0.07
C 1.717180 2.080247 3.384846 -0.60 -0.36 0.37 -0.01
C 2.330177 2.511768 2.215600 0.58 0.38 -0.05 -0.14
C 3.697480 3.177044 2.282182 0.24 -0.07 -0.04 -0.51
F 4.412705 3.012573 1.122474 -0.54 0.17 0.93 0.10
F 3.613640 4.525342 2.499611 0.12 -1.00 -0.16 0.12
F 4.471099 2.667874 3.296910 -0.58 0.44 -0.79 0.10
C 1.662194 2.400531 1.001273 -0.52 -0.22 -0.20 -0.01
C 0.352989 1.888024 0.968690 0.70 0.41 0.06 -0.03
O -2.682880 0.733040 3.286985 -0.45 -2.45 -0.12 0.03
C -3.745971 -0.021712 2.684703 0.36 0.20 -0.26 -0.45
C -3.214436 -1.408863 2.473051 0.61 -0.35 -0.23 -0.04
C -4.938736 -0.183122 3.631198 -0.34 0.41 -0.17 0.00
C -3.965473 0.667500 1.256379 0.32 -0.14 0.30 -0.46
C -4.364225 -0.310687 0.155721 -0.13 -0.12 0.04 -0.02
C -5.014094 1.773656 1.307992 -0.35 0.02 0.18 -0.04
O -2.650372 1.162525 0.944010 -0.59 -1.33 -0.42 0.03
S -2.835449 4.074388 1.447670 -0.49 0.17 1.28 1.08
H -4.716939 6.835204 3.064351 -0.02 0.07 -0.41 0.07
H -3.751231 6.908706 1.533806 -0.41 0.01 0.24 0.07
H -5.265419 5.943296 1.592698 0.38 0.34 0.31 0.08
H -3.621091 5.226133 4.794695 -0.04 -0.17 -0.07 0.10
H -2.345802 2.917078 4.859004 -0.08 -0.36 -0.05 0.10
H -0.072246 1.261422 4.264611 0.00 0.22 -0.07 0.11
H 2.234885 2.146237 4.342000 -0.03 0.00 -0.26 0.12
H 2.136584 2.732182 0.078969 -0.02 -0.11 0.21 0.12
H -0.158073 1.804701 0.011666 -0.03 0.10 0.15 0.12
H -3.912806 -2.087264 1.961129 0.29 0.02 0.17 0.11
H -2.265176 -1.338337 1.906495 -1.18 0.24 -0.12 0.08
H -2.960002 -1.822494 3.449193 -0.25 0.15 -0.01 0.08
H -5.641707 -0.930186 3.221800 0.15 0.34 0.05 0.09
H -4.602289 -0.575139 4.603108 0.07 0.21 -0.29 0.09
H -5.481089 0.755515 3.802377 0.18 -0.21 -0.02 0.09
H -5.207431 -0.911520 0.511725 -0.02 -0.05 -0.20 0.09
H -4.688351 0.236239 -0.734881 0.07 -0.02 0.12 0.09
H -3.541994 -0.972771 -0.139357 -0.13 0.13 0.16 0.08
H -6.019159 1.332761 1.441271 0.35 0.09 -0.02 0.09
H -4.825545 2.474300 2.129137 -0.15 -0.16 -0.20 0.07
H -5.014213 2.321946 0.357299 0.06 -0.06 0.28 0.09
C 0.357441 -1.532870 3.801033 -1.01 -0.17 1.17 0.00
C -0.389282 -1.607257 2.532161 1.61 -3.48 -1.69 0.04
N -0.668820 -2.854195 1.998501 0.03 2.47 1.24 0.04
C -0.455784 -3.160998 0.637633 0.02 -1.00 -0.72 -0.14
C 0.500236 -2.603626 -0.202691 -0.30 -0.13 -0.12 0.02
C 0.863129 -3.343325 -1.334430 -0.17 -0.23 -0.13 -0.05
C 0.243818 -4.578071 -1.637874 -0.12 0.44 0.38 -0.06
C -0.806595 -5.050437 -0.839116 0.20 0.05 0.02 0.00
C -1.120320 -4.369937 0.338135 0.59 0.49 -0.82 -0.09
C -1.943709 -4.715227 1.477790 -0.63 0.25 0.85 -0.09
C -1.576819 -3.846429 2.527252 0.36 -0.64 0.09 -0.14
C -2.157445 -3.909865 3.785382 -0.24 0.28 -0.07 -0.03
C -3.326523 -4.672142 3.916431 0.64 -0.23 -0.21 -0.05
C -3.731054 -5.517804 2.871481 0.10 0.08 0.15 -0.06
C -3.027254 -5.584038 1.663002 0.30 0.25 0.17 0.01
H 1.249153 -0.927558 3.562128 -0.43 0.06 0.22 0.11
H -0.253357 -1.019489 4.574514 0.61 -0.02 -0.28 0.12
H 0.677926 -2.527473 4.173773 -0.44 0.53 -0.31 0.11
H -0.221407 -0.788885 1.818258 -0.33 -0.24 0.12 0.13
H 0.911210 -1.624668 0.039425 0.30 -0.30 -0.19 0.12
H 1.658777 -2.975950 -1.988314 -0.34 -0.07 0.26 0.11
H 0.601603 -5.183338 -2.479485 -0.27 0.43 0.29 0.11
H -1.341757 -5.965331 -1.094771 0.28 0.15 0.08 0.12
H -1.763142 -3.303584 4.602331 -0.35 -0.11 -0.19 0.12
H -3.913555 -4.601714 4.833998 0.30 -0.21 -0.24 0.12
H -4.601620 -6.150922 3.039325 0.17 0.18 -0.21 0.11
H -3.332142 -6.261030 0.863605 0.03 0.21 0.27 0.12
```
Positions in Å, forces in eV/Å.

Summary:
largest force on an atom: 4.19 eV Å⁻¹
spin multiplicity: 1
total charge: 0
HOMO: -6.6 eV